DFT (wB97M-V/def2-TZVPD) results for a structure of composition C34H100N6O13.

Atoms and positions in Å:
O (5.69, -12.55, -3.81)
H (6.33, -13.28, -3.88)
H (4.84, -12.98, -3.64)
O (7.58, -10.45, -3.22)
H (6.95, -9.75, -2.99)
H (7.04, -11.26, -3.26)
C (5.68, -9.22, 4.54)
C (4.58, -8.90, 3.52)
O (3.83, -7.82, 4.07)
H (6.28, -8.34, 4.72)
H (6.22, -10.08, 4.14)
H (5.21, -9.54, 5.47)
H (4.01, -9.81, 3.30)
H (5.04, -8.56, 2.59)
H (3.48, -7.35, 3.29)
C (4.90, -11.41, 0.59)
C (4.24, -10.64, -0.52)
O (3.10, -11.37, -1.00)
H (4.26, -12.03, 1.22)
H (5.47, -10.73, 1.23)
H (5.69, -12.08, 0.25)
H (4.97, -10.43, -1.31)
H (3.96, -9.62, -0.23)
H (3.16, -11.28, -1.96)
C (-0.52, -13.06, 1.32)
C (0.25, -12.05, 0.41)
O (1.24, -11.51, 1.28)
H (0.21, -13.72, 1.77)
H (-1.18, -13.65, 0.67)
H (-1.11, -12.59, 2.10)
H (-0.40, -11.25, 0.07)
H (0.62, -12.66, -0.42)
H (1.75, -11.01, 0.63)
C (0.08, -10.20, -3.00)
C (0.64, -10.26, -4.44)
O (1.97, -10.79, -4.43)
H (0.65, -9.46, -2.45)
H (0.17, -11.16, -2.49)
H (-0.98, -9.96, -3.10)
H (0.82, -9.22, -4.71)
H (0.00, -10.70, -5.20)
H (1.93, -11.62, -4.97)
C (5.20, -6.95, -1.11)
C (4.57, -7.64, -2.29)
O (4.54, -6.75, -3.39)
H (6.11, -6.48, -1.46)
H (5.47, -7.66, -0.33)
H (4.49, -6.23, -0.70)
H (3.58, -8.05, -2.07)
H (5.21, -8.50, -2.51)
H (4.05, -7.19, -4.10)
C (3.08, -14.73, 1.40)
C (4.27, -15.36, 0.65)
C (5.05, -16.45, 1.42)
O (5.97, -17.00, 0.50)
C (6.49, -18.26, 0.92)
N (3.66, -15.92, -0.59)
H (3.51, -14.14, 2.22)
H (2.45, -15.52, 1.82)
H (2.50, -14.06, 0.76)
H (4.98, -14.56, 0.42)
H (4.33, -17.18, 1.78)
H (5.45, -15.90, 2.28)
H (7.38, -18.36, 0.29)
H (5.80, -19.04, 0.57)
H (6.63, -18.48, 1.98)
H (4.36, -16.62, -0.79)
H (2.77, -16.41, -0.49)
C (10.57, -9.99, -0.49)
C (9.84, -10.55, 0.75)
C (8.32, -10.60, 0.39)
O (7.79, -9.38, -0.06)
C (7.61, -8.42, 0.99)
N (10.36, -11.87, 1.03)
H (10.56, -8.91, -0.56)
H (10.11, -10.47, -1.36)
H (11.63, -10.26, -0.48)
H (9.93, -9.90, 1.62)
H (7.72, -10.96, 1.25)
H (8.07, -11.37, -0.34)
H (7.34, -7.48, 0.52)
H (8.52, -8.25, 1.56)
H (6.81, -8.87, 1.58)
H (9.73, -12.40, 1.66)
H (10.33, -12.35, 0.13)
C (8.58, -17.51, -3.85)
C (7.23, -17.23, -3.21)
C (6.64, -15.86, -3.64)
O (7.25, -14.70, -3.09)
C (6.98, -14.58, -1.70)
N (6.37, -18.42, -3.38)
H (9.30, -16.80, -3.42)
H (8.59, -17.30, -4.92)
H (9.00, -18.48, -3.59)
H (7.41, -17.17, -2.14)
H (5.60, -15.96, -3.29)
H (6.65, -15.68, -4.71)
H (7.62, -15.28, -1.15)
H (5.94, -14.88, -1.58)
H (7.08, -13.56, -1.33)
H (6.75, -19.10, -2.74)
H (6.45, -18.79, -4.33)
C (7.20, -14.15, 1.19)
C (7.74, -14.09, 2.63)
C (7.23, -15.29, 3.44)
O (5.85, -15.52, 3.45)
C (5.09, -14.60, 4.22)
N (9.20, -13.93, 2.62)
H (7.69, -13.61, 0.38)
H (6.15, -13.84, 1.26)
H (7.19, -15.21, 0.92)
H (7.25, -13.20, 3.04)
H (7.76, -15.45, 4.39)
H (7.57, -16.20, 2.91)
H (4.07, -14.97, 4.23)
H (5.12, -13.60, 3.76)
H (5.53, -14.53, 5.22)
H (9.53, -14.26, 3.53)
H (9.63, -14.61, 1.99)
C (1.29, -7.95, 0.65)
C (1.53, -6.46, 0.76)
C (0.34, -5.63, 1.21)
O (-0.28, -6.04, 2.40)
C (-1.65, -5.67, 2.39)
N (2.66, -6.33, 1.74)
H (2.27, -8.38, 0.42)
H (0.61, -8.25, -0.15)
H (0.97, -8.52, 1.52)
H (1.85, -6.08, -0.21)
H (-0.34, -5.69, 0.34)
H (0.55, -4.56, 1.19)
H (-2.11, -5.79, 3.37)
H (-2.17, -6.42, 1.79)
H (-1.92, -4.66, 2.06)
H (3.23, -5.49, 1.64)
H (2.20, -6.19, 2.63)
C (1.27, -15.18, -3.28)
C (2.60, -14.60, -3.78)
C (2.50, -14.27, -5.27)
O (1.51, -13.26, -5.51)
C (1.30, -13.00, -6.91)
N (2.85, -13.38, -3.01)
H (1.33, -15.90, -2.46)
H (0.62, -15.71, -3.99)
H (0.62, -14.36, -2.97)
H (3.35, -15.36, -3.57)
H (2.32, -15.18, -5.85)
H (3.47, -13.89, -5.60)
H (1.08, -13.89, -7.49)
H (2.21, -12.54, -7.31)
H (0.49, -12.27, -6.89)
H (2.96, -13.66, -2.03)
H (2.01, -12.82, -2.97)

- gap between HOMO and LUMO (eV) = 8.8622
- max |F| (eV/Å) = 5.46



DFT (wB97M-V/def2-TZVPD) results for a cluster of 3 separate species, C3H12NO3 in total.

Atoms and positions in Å:
C (1.58, 0.04, 1.29)
C (0.32, 0.45, 2.06)
C (-0.78, 1.06, 1.23)
O (-0.69, 1.22, 0.04)
N (1.36, -0.47, -0.09)
H (2.09, -0.76, 1.83)
H (2.41, 0.74, 1.33)
H (0.61, 1.28, 2.71)
H (0.10, -0.24, 2.87)
H (-1.57, 1.54, 1.82)
H (1.05, -1.44, -0.14)
H (2.22, -0.40, -0.63)
H (0.72, 0.13, -0.59)
H (-2.47, 0.54, -2.04)
H (-3.28, -0.72, -1.67)
O (-2.71, -0.34, -2.35)
H (0.01, -0.54, -3.17)
H (-0.96, -1.09, -2.19)
O (0.00, -0.99, -2.32)

- gap between HOMO and LUMO (eV) = 11.5247
- max |F| (eV/Å) = 1.85
- net charge = +1



DFT (wB97M-V/def2-TZVPD) results for a structure of composition CHNO4S.

Atoms and positions in Å:
C (2.08, 2.65, 0.35)
N (2.27, 3.82, 0.34)
O (1.25, -1.00, 1.44)
O (1.78, 1.50, 0.10)
O (0.88, -1.05, -1.05)
O (3.15, -1.14, -0.06)
S (1.77, -0.76, 0.10)
H (-13.18, -4.02, -1.23)

- gap between HOMO and LUMO (eV) = 1.9225
- max |F| (eV/Å) = 3.45
- net charge = -2



DFT (wB97M-V/def2-TZVPD) results for the molecule C4H12N2.

Atoms and positions in Å:
C (-1.62, 1.03, 1.14)
C (-0.30, 0.58, 0.44)
N (0.71, 0.33, 1.48)
C (-0.55, -0.67, -0.37)
C (0.65, -1.17, -1.20)
N (1.40, -0.02, -1.76)
H (-2.45, 1.03, 0.44)
H (-1.79, 0.32, 1.94)
H (-1.45, 2.00, 1.59)
H (0.09, 1.43, -0.12)
H (1.54, 0.89, 1.47)
H (0.44, -0.32, 2.19)
H (-1.34, -0.47, -1.07)
H (-0.87, -1.46, 0.32)
H (1.31, -1.78, -0.63)
H (0.24, -1.69, -2.06)
H (2.19, 0.18, -1.15)
H (1.82, -0.23, -2.66)

- SMILES = C[C@@H](N)CCN
- gap between HOMO and LUMO (eV) = 9.7064
- max |F| (eV/Å) = 1.63



DFT (wB97M-V/def2-TZVPD) results for a cluster of 3 separate species, C5H13NO in total.

Atoms and positions in Å:
C (1.46, 1.36, -2.15)
N (1.07, 1.99, -0.85)
C (-0.48, -1.72, 0.49)
C (0.08, -0.77, 1.58)
C (-0.63, 0.11, 2.34)
C (-1.99, 0.31, 2.48)
O (0.12, -1.20, -2.73)
H (0.87, 0.30, -2.23)
H (2.54, 0.99, -1.97)
H (1.22, 2.01, -2.99)
H (1.06, 1.30, -0.13)
H (-1.49, -2.05, 0.73)
H (-0.49, -1.30, -0.53)
H (0.02, -2.68, 0.44)
H (1.19, -0.69, 1.79)
H (0.17, 2.45, -1.03)
H (-0.16, 0.74, 3.14)
H (-2.62, 0.07, 1.64)
H (-2.31, 0.52, 3.54)
H (0.91, -1.70, -2.96)

- gap between HOMO and LUMO (eV) = 3.2342
- max |F| (eV/Å) = 3.55



Calculated ΔE to the lowest compared entry with this formula, charge and spin (kJ/mol), listed in the same order as above: 244.2, 62.0, 221.3, 58.0, 783.0